Entry w
Below is 2 unconnected molecules or ions with the total composition C5H16N3, with properties calculated with ωB97M-V/def2-TZVPD.

Cartesian coordinates (Å):
C  -0.66  -1.28  -1.84
C  0.31  -1.84  -2.92
C  -0.50  0.66  -0.37
N  0.13  -0.24  -1.17
N  -1.61  0.25  0.25
N  -0.14  1.94  -0.40
H  -1.67  -1.03  -2.17
H  -0.87  -2.10  -1.13
H  1.36  -1.63  -2.75
H  -0.02  -1.52  -3.92
H  0.89  0.14  -1.71
H  -1.86  -0.71  0.09
H  -2.27  0.91  0.63
H  0.73  2.21  -0.83
H  -0.58  2.64  0.17
H  0.28  -2.93  -2.94
C  1.50  -0.34  2.82
C  0.77  0.95  3.23
H  1.67  -0.98  3.68
H  1.08  -1.00  2.06
H  2.48  0.04  2.49
H  0.69  1.65  2.39
H  1.43  1.31  4.00
H  -0.22  0.66  3.54

As for the HOMO energy: -14.60 eV. As for the spin multiplicity: 1. As for the net charge: +1. For the LUMO energy, the calculation gives -3.0582 eV. The calculation puts the orbital gap at 11.54 eV.

=====

Entry x
Below is 2 unconnected molecules or ions with the total composition C5H16N3, with properties calculated with ωB97M-V/def2-TZVPD.

Cartesian coordinates (Å):
C  0.10  1.35  3.60
C  0.61  2.47  2.71
H  0.88  0.96  4.25
H  -0.73  1.66  4.24
H  -0.24  0.53  2.97
H  1.29  2.00  1.99
H  1.27  3.24  3.12
H  -0.15  3.12  2.26
C  0.43  0.51  -1.76
C  1.84  0.97  -1.88
C  -0.84  -1.43  -0.86
N  0.20  -0.94  -1.55
N  -1.80  -0.68  -0.33
N  -0.79  -2.73  -0.59
H  -0.20  0.96  -1.00
H  -0.07  0.77  -2.70
H  2.66  0.56  -1.27
H  2.01  2.02  -1.64
H  0.46  -1.56  -2.30
H  -1.89  0.29  -0.27
H  -2.17  -1.00  0.56
H  -0.01  -3.32  -0.36
H  -1.63  -3.20  -0.28
H  2.19  0.78  -2.90

As for the HOMO energy: -14.14 eV. As for the spin multiplicity: 1. As for the net charge: +1. For the LUMO energy, the calculation gives -3.2450 eV. The calculation puts the orbital gap at 10.90 eV.

=====

In hartree, relative to the most stable structure: entry w 0.0000; entry x 0.0121.

=====

Entry w
Below is 2 unconnected molecules or ions with the total composition C6H15O2, with properties calculated with ωB97M-V/def2-TZVPD.

Cartesian coordinates (Å):
C  -1.80  -1.25  1.76
O  -0.60  -1.57  2.26
C  -1.79  0.10  0.96
C  -0.68  0.29  -0.08
C  0.77  0.02  0.36
C  1.63  -0.40  -0.86
C  1.38  1.23  0.97
H  -2.49  -1.21  2.61
H  -2.17  -2.01  1.12
H  -2.67  0.25  0.42
H  -1.75  0.85  1.72
H  -0.87  1.33  -0.35
H  -0.90  -0.46  -0.84
H  0.71  -0.82  1.13
H  1.22  0.13  -1.71
H  1.66  -1.53  -0.98
H  2.67  -0.09  -0.70
H  0.71  1.41  1.86
H  1.16  2.21  0.44
H  2.33  1.14  1.36
H  1.59  1.14  -3.89
H  0.12  1.12  -3.67
O  0.80  1.13  -4.40

As for the HOMO energy: -2.26 eV. As for the spin multiplicity: 1. As for the net charge: -1. For the LUMO energy, the calculation gives 3.4379 eV. The calculation puts the orbital gap at 5.70 eV.

=====

Entry x
Below is 2 unconnected molecules or ions with the total composition C6H15O2, with properties calculated with ωB97M-V/def2-TZVPD.

Cartesian coordinates (Å):
C  -2.64  -0.95  1.15
O  -1.86  -2.13  1.29
C  -2.04  0.17  0.27
C  -0.53  0.05  0.21
C  0.21  0.99  -0.79
C  1.60  0.49  -1.09
C  2.64  1.50  -1.57
H  -2.50  -0.70  2.22
H  -3.68  -1.21  0.90
H  -2.44  1.14  0.63
H  -2.50  0.33  -0.72
H  -0.24  0.27  1.25
H  -0.01  -0.88  0.03
H  -0.46  0.97  -1.66
H  0.31  2.02  -0.43
H  1.64  -0.41  -1.73
H  2.10  0.01  -0.23
H  2.95  2.20  -0.79
H  3.54  1.05  -2.00
H  2.36  2.08  -2.46
H  1.20  -2.53  1.43
H  -0.26  -2.06  1.92
O  0.63  -2.43  2.17

As for the HOMO energy: -2.47 eV. As for the spin multiplicity: 1. As for the net charge: -1. For the LUMO energy, the calculation gives 3.4323 eV. The calculation puts the orbital gap at 5.90 eV.

=====

In hartree, relative to the most stable structure: entry w 0.0047; entry x 0.0000.

=====

Entry w
Below is 2 unconnected molecules or ions with the total composition C4H15N2O, with properties calculated with ωB97M-V/def2-TZVPD.

Cartesian coordinates (Å):
C  -1.87  0.80  -0.50
C  -0.42  0.11  -0.49
C  0.66  0.95  -1.20
C  2.00  0.14  -1.15
N  2.61  0.18  0.14
N  0.00  -0.26  0.87
H  -2.46  0.46  -1.38
H  -1.75  1.88  -0.29
H  -2.38  0.30  0.33
H  -0.58  -0.74  -0.98
H  0.24  1.06  -2.25
H  0.89  2.08  -1.07
H  2.72  0.57  -1.96
H  1.96  -0.88  -1.45
H  2.91  1.13  0.34
H  3.36  -0.45  0.34
H  -0.02  -1.26  1.11
H  -0.62  0.20  1.53
H  1.14  -0.04  1.04
H  -3.16  -2.67  1.94
H  -2.45  -1.79  2.98
O  -2.79  -1.80  2.10

As for the HOMO energy: -13.73 eV. As for the spin multiplicity: 1. As for the net charge: +1. For the LUMO energy, the calculation gives -2.8882 eV. The calculation puts the orbital gap at 10.84 eV.

=====

Entry x
Below is 2 unconnected molecules or ions with the total composition C4H15N2O, with properties calculated with ωB97M-V/def2-TZVPD.

Cartesian coordinates (Å):
C  0.64  -0.62  -0.39
N  1.81  0.09  -0.95
C  0.02  0.26  0.72
N  0.13  1.68  0.25
C  -1.87  0.37  2.43
C  -1.40  -0.14  1.07
H  -0.13  -0.71  -1.15
H  0.88  -1.58  0.05
H  1.68  0.06  -1.97
H  2.63  -0.50  -0.89
H  0.61  0.20  1.62
H  -0.64  2.03  -0.30
H  1.02  1.64  -0.32
H  0.35  2.31  1.01
H  -2.02  -0.37  3.22
H  -1.15  1.02  2.94
H  -2.77  0.99  2.41
H  -2.10  0.13  0.29
H  -1.38  -1.22  1.13
H  1.39  -2.59  -3.48
H  1.30  -1.33  -4.27
O  0.98  -1.71  -3.44

As for the HOMO energy: -14.50 eV. As for the spin multiplicity: 1. As for the net charge: +1. For the LUMO energy, the calculation gives -2.9591 eV. The calculation puts the orbital gap at 11.55 eV.

=====

In hartree, relative to the most stable structure: entry w 0.0313; entry x 0.0000.

=====

Entry w
Below is 2 unconnected molecules or ions with the total composition C4H15N2O, with properties calculated with ωB97M-V/def2-TZVPD.

Cartesian coordinates (Å):
C  0.78  -1.45  0.96
C  1.57  -0.92  -0.23
C  0.82  -0.20  -1.40
C  -0.65  -0.55  -1.59
N  -1.63  0.50  -1.34
N  -0.18  -0.41  1.48
H  0.22  -2.37  0.82
H  1.49  -1.63  1.77
H  2.13  -1.78  -0.60
H  2.31  -0.22  0.14
H  0.92  0.86  -1.18
H  1.44  -0.46  -2.25
H  -0.91  -1.45  -1.02
H  -0.86  -0.96  -2.55
H  -1.42  1.05  -0.52
H  -1.73  1.12  -2.14
H  -0.99  -0.26  0.87
H  0.34  0.46  1.56
H  -0.62  -0.72  2.35
H  -1.68  2.76  1.59
H  -0.61  3.78  1.54
O  -0.73  2.84  1.73

As for the HOMO energy: -13.16 eV. As for the spin multiplicity: 1. As for the net charge: +1. For the LUMO energy, the calculation gives -3.3313 eV. The calculation puts the orbital gap at 9.83 eV.

=====

Entry x
Below is 2 unconnected molecules or ions with the total composition C4H15N2O, with properties calculated with ωB97M-V/def2-TZVPD.

Cartesian coordinates (Å):
C  0.73  -1.34  -1.33
C  0.80  -1.30  0.19
C  -0.54  -0.92  0.80
C  -2.27  0.81  0.24
N  -0.85  0.54  0.66
N  0.77  0.06  -1.83
H  -0.25  -1.68  -1.69
H  1.48  -1.98  -1.75
H  1.10  -2.25  0.62
H  1.52  -0.53  0.43
H  -0.60  -1.19  1.85
H  -1.36  -1.47  0.33
H  -2.88  0.43  1.03
H  -2.41  0.34  -0.73
H  -2.40  1.88  0.15
H  -0.62  1.14  1.47
H  -0.16  0.96  0.01
H  1.69  0.48  -1.79
H  0.47  0.05  -2.79
H  1.84  2.73  1.11
H  2.39  1.38  1.54
O  1.56  1.86  1.46

As for the HOMO energy: -13.55 eV. As for the spin multiplicity: 1. As for the net charge: +1. For the LUMO energy, the calculation gives -2.7680 eV. The calculation puts the orbital gap at 10.78 eV.

=====

In hartree, relative to the most stable structure: entry w 0.0259; entry x 0.0000.

=====

Entry w
Below is 2 unconnected molecules or ions with the total composition C4H15N2O, with properties calculated with ωB97M-V/def2-TZVPD.

Cartesian coordinates (Å):
C  1.56  2.14  0.93
C  0.73  0.97  0.45
C  0.98  0.57  -0.96
C  0.36  -0.77  -1.43
N  -1.19  -0.89  -0.92
N  -0.76  1.46  0.57
H  2.63  2.05  0.78
H  1.20  2.56  1.94
H  1.32  3.10  0.48
H  0.76  0.19  1.19
H  2.02  0.35  -1.05
H  0.73  1.45  -1.65
H  0.40  -0.94  -2.51
H  0.78  -1.70  -1.00
H  -1.88  -0.69  -1.71
H  -1.06  0.04  -0.40
H  -1.55  -1.77  -0.36
H  -0.96  2.43  0.02
H  -0.78  1.69  1.53
H  -0.44  -3.66  1.23
H  -1.91  -3.06  1.77
O  -1.16  -2.94  1.03

As for the HOMO energy: -13.82 eV. As for the spin multiplicity: 1. As for the net charge: +1. For the LUMO energy, the calculation gives -2.8843 eV. The calculation puts the orbital gap at 10.94 eV.

=====

Entry x
Below is 2 unconnected molecules or ions with the total composition C4H15N2O, with properties calculated with ωB97M-V/def2-TZVPD.

Cartesian coordinates (Å):
C  -1.80  0.31  -0.87
N  -1.40  -1.04  -0.41
C  -1.34  -1.95  -1.54
H  -1.08  0.61  -1.63
H  -2.77  0.28  -1.38
H  -1.85  1.03  -0.05
H  -2.06  -1.36  0.29
H  -2.14  -1.80  -2.27
H  -1.36  -3.00  -1.24
H  -0.40  -1.84  -2.08
C  1.48  1.64  0.56
O  2.05  2.73  1.24
C  1.42  0.49  1.55
N  1.06  -0.77  0.85
H  2.08  1.38  -0.33
H  0.48  1.87  0.17
H  1.69  3.55  0.86
H  2.40  0.39  2.00
H  0.68  0.71  2.32
H  1.71  -0.89  0.08
H  0.06  -0.77  0.38
H  1.09  -1.57  1.49

As for the HOMO energy: -13.98 eV. As for the spin multiplicity: 1. As for the net charge: +1. For the LUMO energy, the calculation gives -3.1019 eV. The calculation puts the orbital gap at 10.87 eV.

=====

In hartree, relative to the most stable structure: entry w 0.0295; entry x 0.0000.

=====

Entry w
Below is 2 unconnected molecules or ions with the total composition C4H15N2O, with properties calculated with ωB97M-V/def2-TZVPD.

Cartesian coordinates (Å):
C  1.47  1.62  -0.24
C  1.27  0.69  -1.38
C  -0.22  0.17  -1.38
C  -1.58  -1.75  -0.61
N  -0.48  -0.84  -0.42
N  1.23  0.94  1.06
H  0.72  2.41  -0.42
H  2.54  2.09  -0.24
H  1.26  1.15  -2.36
H  2.04  -0.13  -1.39
H  -0.33  -0.17  -2.49
H  -1.07  0.90  -1.21
H  -1.20  -2.79  -0.99
H  -2.38  -1.44  -1.19
H  -2.05  -1.97  0.45
H  0.37  -1.52  -0.27
H  -0.65  -0.38  0.69
H  1.85  0.16  1.30
H  1.10  1.49  1.80
H  -2.03  0.05  2.30
H  -0.59  -0.26  2.81
O  -1.31  -0.59  2.30

As for the HOMO energy: -13.34 eV. As for the spin multiplicity: 1. As for the net charge: +1. For the LUMO energy, the calculation gives -3.0343 eV. The calculation puts the orbital gap at 10.30 eV.

=====

Entry x
Below is 2 unconnected molecules or ions with the total composition C4H15N2O, with properties calculated with ωB97M-V/def2-TZVPD.

Cartesian coordinates (Å):
N  -1.95  -0.84  0.86
C  -1.36  -2.16  0.63
O  -2.22  -3.13  1.16
H  -2.70  -0.67  0.19
H  -2.40  -0.87  1.77
H  -1.25  -2.31  -0.45
H  -0.39  -2.21  1.10
H  -1.71  -3.91  1.43
C  1.36  2.20  -1.41
C  0.83  0.93  -0.79
C  1.91  0.08  -0.16
N  -0.18  1.28  0.27
H  0.60  2.76  -1.94
H  1.81  2.83  -0.64
H  2.15  1.95  -2.12
H  0.28  0.33  -1.52
H  2.49  0.65  0.56
H  2.60  -0.27  -0.91
H  1.49  -0.78  0.36
H  -0.84  2.01  -0.05
H  -0.80  0.44  0.57
H  0.28  1.68  1.09

As for the HOMO energy: -14.05 eV. As for the spin multiplicity: 1. As for the net charge: +1. For the LUMO energy, the calculation gives -2.9707 eV. The calculation puts the orbital gap at 11.08 eV.

=====

In hartree, relative to the most stable structure: entry w 0.0706; entry x 0.0000.

=====

Entry w
Below is a single C4H3N molecule, with properties calculated with ωB97M-V/def2-TZVPD.

Cartesian coordinates (Å):
C  -0.19  1.47  0.00
C  -0.06  0.06  -0.06
C  0.15  -1.12  -0.14
C  0.33  -2.45  0.04
N  0.39  -3.63  0.13
H  -0.63  1.79  -0.94
H  -0.75  1.91  0.89
H  0.77  1.97  0.07

As for the HOMO energy: -10.38 eV. As for the spin multiplicity: 1. As for the net charge: 0. For the LUMO energy, the calculation gives 0.6168 eV. The calculation puts the orbital gap at 11.00 eV.

=====

Entry x
Below is a molecular structure, C4H3N, with properties calculated with ωB97M-V/def2-TZVPD.

Cartesian coordinates (Å):
C  -1.81  0.01  0.11
C  1.01  0.68  -0.30
C  0.89  -0.63  -0.39
C  0.15  0.03  0.67
N  -2.92  -0.02  -0.17
H  1.44  1.55  -0.73
H  1.24  -1.51  -0.86
H  0.00  -0.10  1.67

As for the HOMO energy: -10.32 eV. As for the spin multiplicity: 1. As for the net charge: 0. For the LUMO energy, the calculation gives 0.5080 eV. The calculation puts the orbital gap at 10.82 eV.

=====

In hartree, relative to the most stable structure: entry w 0.0000; entry x 0.0976.